# C4H8N3

An isolated ion of composition C4H8N3 and charge +1 at a distorted geometry (ωB97M-V/def2-TZVPD, the OMol25 dataset).

Each line ends with the natural charge from an NBO analysis.
Atoms and positions in Å:
C 1.46004 0.01286 0.04925  0.68
C -1.17965 0.20322 -0.15210  0.20
C -0.03928 -1.92962 0.03064  -0.07
C 2.40658 1.11273 0.05389  -0.73
N 1.08627 -1.09355 0.11951  -0.29
N -1.22453 -1.11152 0.21744  -0.61
N -2.20709 0.96078 -0.28446  -0.76
H -0.17243 -2.32838 -0.99177  0.23
H -0.07544 -2.82979 0.71566  0.25
H 3.38666 0.74768 -0.27629  0.30
H 2.33378 1.41868 1.10846  0.29
H 1.92841 1.78491 -0.67555  0.30
H -1.99835 -1.72555 0.02649  0.39
H -1.98891 1.94834 -0.19652  0.43
H -3.23016 0.62324 -0.31091  0.39

Atoms 1-6, force components in eV/Å:
-0.739 -2.302 0.004
2.418 -1.644 1.433
-1.096 -1.359 -0.509
-1.504 -0.334 -0.119
1.279 0.437 -0.009
-0.599 1.794 -0.810

Computed properties:
- Relative energy (zero: lowest compared OMol25 entry of this formula, charge and spin): 4.295 eV
- Total charge: +1
- Orbital gap: 8.932 eV